1.
DFT (the ωB97M-V functional and the def2-TZVPD basis) results for a structure of composition H6KO7S at a distorted geometry.

```
! RIJCOSX wB97M-V def2-TZVPD def2/J DEFGRID3
* xyz 0 2
K 5.31 5.81 14.24
S 3.06 3.92 12.51
O 2.43 2.85 13.32
O 2.43 3.86 11.17
O 2.81 5.15 13.23
O 4.53 3.83 12.36
O 7.88 5.00 13.15
H 8.66 5.07 13.70
H 8.23 4.99 12.26
O 5.11 5.77 10.74
H 4.43 5.83 10.07
H 4.71 5.28 11.45
O 6.80 8.23 13.60
H 7.06 8.87 12.93
H 7.45 8.34 14.30
*
```

Calculated values
Frontier orbital gap (spin up / spin down) in eV: 9.0 / 6.9

---

2.
DFT (the ωB97M-V functional and the def2-TZVPD basis) results for a cluster of 2 separate species, H6N2 in total.

```
! RIJCOSX wB97M-V def2-TZVPD def2/J DEFGRID3
* xyz 0 1
N 11.81 1.01 -4.33
H 12.15 1.94 -4.59
H 12.01 0.88 -3.34
H 10.79 1.03 -4.43
N 9.28 2.47 -7.09
H 9.54 1.64 -6.55
H 8.32 2.70 -6.83
H 9.87 3.23 -6.76
*
```

Calculated values
Frontier orbital gap in eV: 11.1
SMILES: N.N
Energy above the lowest of the compared OMol25 structures with the same formula, charge and spin in eV: 0.117

---

3.
DFT (the ωB97M-V functional and the def2-TZVPD basis) results for a cluster of 2 separate species, H6N3PS in total.

```
! RIJCOSX wB97M-V def2-TZVPD def2/J DEFGRID3
* xyz 0 1
N -2.68 -0.53 0.83
N 1.41 -0.56 -0.79
N 3.36 0.82 -0.17
P 2.22 0.02 0.53
S -2.32 0.82 -0.17
H -2.18 -0.45 1.71
H -2.41 -1.40 0.37
H 0.49 -0.97 -0.73
H 1.68 -0.23 -1.71
H -3.59 1.23 -0.32
H 4.03 1.25 0.45
*
```

Calculated values
Frontier orbital gap in eV: 10.0
SMILES: [H]/N=P/N.NS
Energy above the lowest of the compared OMol25 structures with the same formula, charge and spin in eV: 2.477